P) Computed, not measured: the molecule C4H13N3, with ωB97M-V/def2-TZVPD.

Last column: natural (NBO) charge in e.
Atoms and positions in Å:
N 2.50310 0.18492 2.22895  -0.82
C 1.88092 0.90738 1.02620  -0.25
C 0.36583 0.80707 0.82976  -0.25
N 0.10077 -0.64791 0.31302  -0.61
C -1.41393 -0.94491 -0.12751  -0.25
C -2.02330 -0.06645 -1.33650  -0.24
N -1.27651 -0.28297 -2.65645  -0.90
H 2.86881 -0.63992 1.78969  0.36
H 1.58853 0.02850 2.76463  0.36
H 2.12823 1.97229 1.24436  0.19
H 2.47994 0.80581 0.11532  0.20
H 0.07618 1.58201 0.18160  0.18
H -0.26488 0.96443 1.78259  0.19
H 0.42337 -0.44964 -0.62741  0.35
H -2.25149 -1.00593 0.64405  0.20
H -1.44126 -2.02571 -0.46006  0.19
H -2.02480 1.06252 -0.99125  0.20
H -3.04953 -0.47973 -1.45576  0.19
H -1.46682 -1.16244 -3.06605  0.36
H -1.21491 0.35103 -3.47202  0.38

The multiplicity is 1. Its SMILES is NCCNCCN. The calculation puts the HOMO-LUMO gap at 10.1 eV. As for the LUMO energy: 1.0 eV. The HOMO energy comes out at -9.11 eV.

***

Q) Computed, not measured: a cluster of 2 separate species, C4H13N3 in total, with ωB97M-V/def2-TZVPD.

Last column: natural (NBO) charge in e.
Atoms and positions in Å:
C 2.92157 -1.42317 0.44792  -0.43
C 0.58990 1.59248 -1.23484  -0.45
C -0.43834 1.93132 0.89050  -0.30
C -2.89420 -0.57066 0.44083  -0.86
N 1.88886 -0.46254 -0.18647  -0.54
N 0.35778 1.22007 0.13338  -0.09
N 0.85366 0.09518 0.64278  -0.23
H 3.94630 -1.20207 -0.13005  0.20
H 3.18040 -0.97366 1.48401  0.22
H 2.59900 -2.52147 0.39499  0.20
H 0.24998 2.61002 -1.53342  0.23
H 1.67816 1.95043 -1.30629  0.24
H 0.26441 0.81226 -1.86641  0.22
H -3.69659 -0.07934 1.02517  0.21
H -0.80442 1.53381 1.91558  0.20
H -1.11702 2.65732 0.56253  0.19
H -2.02330 -0.37792 1.10946  0.23
H -3.27040 -1.56083 0.31554  0.21
H -2.87062 -0.27038 -0.53421  0.21
H 1.46689 -0.81391 -1.08389  0.34

The multiplicity is 1. The calculation puts the HOMO-LUMO gap (alpha / beta) at 7.5 / 7.5 eV. As for the LUMO energy (alpha / beta): 0.9 / 0.9 eV. The HOMO energy (alpha / beta) comes out at -6.67 / -6.67 eV.

***

Here are the energies relative to the best structure, in eV: P) 0.000; Q) 3.016.

***

P) Computed, not measured: a cluster of 3 separate species, C4H13N3 in total, with ωB97M-V/def2-TZVPD.

Last column: natural (NBO) charge in e.
Atoms and positions in Å:
C 0.82895 0.16653 0.52081  0.41
C -1.91459 1.09340 -0.32792  -0.42
C -1.95817 -1.15388 0.54907  -0.43
C 2.61301 -0.75129 -0.79340  -0.56
N -1.22304 0.08603 0.44001  -0.61
N 0.66733 -0.30148 -0.72922  -0.56
N 1.18309 1.46083 0.68702  -0.80
H 0.31556 -1.24842 -0.77724  0.38
H 0.99884 -0.47229 1.38381  0.19
H 1.20804 2.06901 -0.11839  0.40
H 1.19983 1.88045 1.60138  0.41
H -2.80070 1.45752 0.21811  0.17
H -1.27352 1.96316 -0.50376  0.18
H -1.42239 -1.85813 1.19523  0.18
H -2.14021 -1.63601 -0.42712  0.14
H -2.94437 -0.99126 1.01393  0.18
H -2.25638 0.73248 -1.31128  0.15
H 3.05728 -1.39954 -0.03885  0.19
H 2.67904 -1.26977 -1.74685  0.20
H 3.18240 0.17266 -0.83535  0.20

The multiplicity is 1. The calculation puts the HOMO-LUMO gap (alpha / beta) at 7.2 / 7.2 eV. As for the LUMO energy (alpha / beta): 0.9 / 0.9 eV. The HOMO energy (alpha / beta) comes out at -6.34 / -6.34 eV.

***

Q) Computed, not measured: the molecule C4H13N3, with ωB97M-V/def2-TZVPD.

Last column: natural (NBO) charge in e.
Atoms and positions in Å:
N 0.87638 1.49472 2.01237  -0.83
C 1.72211 0.66850 1.15590  -0.22
C 0.99065 -0.44320 0.39348  -0.42
C -0.24742 -0.00008 -0.36572  -0.05
N -0.05045 1.17260 -1.22038  -0.85
C -0.82355 -1.16816 -1.19996  -0.22
N -2.26289 -1.27343 -1.02560  -0.85
H 0.31781 0.90484 2.62077  0.35
H 0.21110 2.04665 1.48226  0.35
H 2.18769 1.33558 0.43548  0.18
H 2.47720 0.22047 1.79871  0.20
H 0.62966 -1.19666 1.09726  0.20
H 1.64199 -0.94497 -0.31562  0.21
H -1.05160 0.18750 0.36142  0.16
H 0.53805 1.85586 -0.76377  0.35
H -0.95679 1.55847 -1.45256  0.37
H -0.30118 -2.09920 -0.97796  0.16
H -0.63893 -0.92956 -2.24279  0.20
H -2.71460 -1.86631 -1.70200  0.36
H -2.54523 -1.52363 -0.09130  0.35

The multiplicity is 1. Its SMILES is NCC[C@@H](N)CN. The calculation puts the HOMO-LUMO gap at 10.1 eV. As for the LUMO energy: 1.1 eV. The HOMO energy comes out at -8.99 eV.

***

R) Computed, not measured: the molecule C4H13N3, with ωB97M-V/def2-TZVPD.

Last column: natural (NBO) charge in e.
Atoms and positions in Å:
C -2.70332 -0.83078 0.20648  -0.42
N -1.68402 0.16173 -0.05487  -0.65
C -0.53262 0.03902 0.76972  -0.23
C 0.95170 0.21475 -0.05812  0.26
C 1.05717 1.64076 -0.57430  -0.63
N 1.97718 0.00380 0.94768  -0.85
N 1.01410 -0.70891 -1.18259  -0.88
H -2.51837 -1.65075 0.91813  0.17
H -3.58054 -0.32884 0.61995  0.19
H -2.98543 -1.30483 -0.74032  0.20
H -0.95674 -0.24313 -0.79759  0.39
H -0.41396 -0.89068 1.35185  0.16
H -0.54789 0.85473 1.49553  0.19
H 0.21293 1.85060 -1.22578  0.23
H 1.99242 1.78986 -1.11831  0.20
H 1.04306 2.33345 0.26262  0.23
H 2.90923 0.16124 0.57531  0.36
H 1.93942 -0.93409 1.33044  0.35
H 1.07639 -1.67488 -0.88322  0.37
H 1.74929 -0.48306 -1.84262  0.37

The multiplicity is 1. Its SMILES is CNCC(C)(N)N. The calculation puts the HOMO-LUMO gap at 9.9 eV. As for the LUMO energy: 0.9 eV. The HOMO energy comes out at -8.96 eV.

***

Here are the energies relative to the best structure, in eV: P) 4.754; Q) 0.000; R) 1.088.

***

P) Computed, not measured: the molecule C4H9NO3, with ωB97M-V/def2-TZVPD.

Last column: natural (NBO) charge in e.
Atoms and positions in Å:
C 0.65942 -2.14654 1.05694  -0.25
C -0.49128 0.18899 0.60379  -0.02
C -1.82374 0.37317 0.43725  -0.26
O -0.00293 -1.28566 0.15245  -0.54
H -0.04719 0.38463 1.57397  0.21
H 1.55506 -2.52383 0.55569  0.20
H 0.97389 -1.68305 1.99598  0.17
H -0.01040 -2.98872 1.24886  0.17
H -2.30410 0.14806 -0.50342  0.20
H -2.41951 0.82465 1.21484  0.21
C 0.71851 0.87205 -0.66327  0.69
N 0.07934 1.14071 -1.90139  -0.87
O 1.15078 2.04253 -0.05333  -0.73
O 1.58751 -0.10110 -0.74322  -0.45
H 1.22648 2.72786 -0.73094  0.49
H -0.11134 0.29815 -2.42558  0.39
H -0.74049 1.72811 -1.81862  0.36

The multiplicity is 1. The calculation puts the HOMO-LUMO gap (alpha / beta) at 7.5 / 7.0 eV. As for the LUMO energy (alpha / beta): -1.3 / -1.4 eV. The HOMO energy (alpha / beta) comes out at -8.86 / -8.47 eV.

***

Q) Computed, not measured: a cluster of 4 separate species, C4H9NO3 in total, with ωB97M-V/def2-TZVPD.

Last column: natural (NBO) charge in e.
Atoms and positions in Å:
C -0.63086 -0.20708 -0.41711  0.61
C -0.44498 0.78797 -1.51906  -0.73
C -1.06537 0.28800 0.92675  0.24
C -2.23118 -0.00624 1.50992  -0.53
O -0.04992 1.01483 1.35788  -0.76
O -0.27055 -1.39641 -0.55312  -0.58
H 0.97220 -1.50023 -1.18525  0.24
H -0.49415 1.81168 -1.15893  0.25
H 0.50676 0.63279 -2.02969  0.24
H -1.24138 0.62011 -2.25057  0.25
H -2.93326 -0.66920 1.02565  0.20
H -2.48690 0.41841 2.47037  0.21
N 2.17190 -0.08731 0.80756  -0.19
O 2.52082 -0.21523 -0.39100  -0.22
H 1.86816 -1.24720 -1.17273  0.00
H 2.64017 -0.72597 1.46067  0.33
H 1.16854 0.48107 1.11866  0.43

The multiplicity is 1. The calculation puts the HOMO-LUMO gap (alpha / beta) at 6.3 / 6.3 eV. As for the LUMO energy (alpha / beta): -1.9 / -1.9 eV. The HOMO energy (alpha / beta) comes out at -8.19 / -8.19 eV.

***

Here are the energies relative to the best structure, in eV: P) 0.000; Q) 1.791.

***

P) Computed, not measured: a cluster of 2 separate species, C4H9NO3 in total, with ωB97M-V/def2-TZVPD.

Last column: natural (NBO) charge in e.
Atoms and positions in Å:
C 2.00525 0.09123 0.62832  -0.75
C 1.77917 -0.10605 -0.84043  0.67
O 2.57503 0.10502 -1.74531  -0.60
N 0.68499 -0.88897 -1.27071  -0.62
C -0.52403 -0.91781 -0.42889  -0.35
C -1.35065 0.35184 -0.71200  0.45
O -2.54530 0.28534 -0.74397  -0.53
H 3.08661 0.31587 0.63241  0.26
H 1.43563 0.89489 1.09979  0.25
H 2.05631 -0.91501 1.05592  0.25
H 0.45701 -0.87911 -2.25155  0.40
H -0.96474 -1.91180 -0.61963  0.22
H -0.29329 -0.97449 0.61978  0.23
H -0.75261 1.28082 -0.57934  0.12
O -2.29601 1.19859 1.44384  -0.95
H -3.18273 0.86208 1.30810  0.49
H -2.17064 1.20757 2.40367  0.47

The multiplicity is 1. Its SMILES is CC(=O)NCC=O.O. The calculation puts the HOMO-LUMO gap at 9.9 eV. As for the LUMO energy: 0.5 eV. The HOMO energy comes out at -9.37 eV.

***

Q) Computed, not measured: the molecule C4H9NO3, with ωB97M-V/def2-TZVPD.

Last column: natural (NBO) charge in e.
Atoms and positions in Å:
O 1.25548 -2.94703 -0.36823  -0.65
C 0.34878 -2.13976 -0.41586  0.87
O -0.82762 -2.35773 0.20395  -0.70
N 0.44218 -0.96480 -1.08285  -0.64
C -0.52727 0.11434 -1.06414  -0.22
C 0.01797 1.36417 -0.35524  -0.45
C -0.28167 1.36015 1.13868  -0.06
O 0.66242 1.96988 2.02433  -0.72
H -0.65115 -3.04999 0.85503  0.50
H 1.03694 -1.06338 -1.88940  0.41
H -0.78549 0.39514 -2.07795  0.20
H -1.37144 -0.17881 -0.45127  0.22
H 1.08467 1.56561 -0.53341  0.22
H -0.36118 2.27738 -0.82873  0.21
H -1.21329 1.87433 1.37426  0.19
H -0.31318 0.31132 1.45133  0.16
H 1.48384 1.46916 2.01950  0.46

The multiplicity is 1. Its SMILES is O=C(O)NCCCO. The calculation puts the HOMO-LUMO gap at 10.6 eV. As for the LUMO energy: 0.7 eV. The HOMO energy comes out at -9.94 eV.

***

R) Computed, not measured: a cluster of 2 separate species, C4H9NO3 in total, with ωB97M-V/def2-TZVPD.

Last column: natural (NBO) charge in e.
Atoms and positions in Å:
N 1.32674 -0.21942 0.05975  -0.86
C 0.50747 0.42551 -0.93204  -0.16
C 1.07327 1.70367 -1.45178  0.41
O 0.39595 2.43487 -2.16219  -0.52
C -0.89836 0.70536 -0.19784  -0.51
C -1.92080 -0.36489 -0.57933  0.44
O -2.87372 -0.53134 0.10321  -0.50
H 1.33311 0.35469 0.98288  0.37
H 2.26190 -0.53111 -0.34665  0.38
H 0.36849 -0.32997 -1.74674  0.22
H 2.07086 1.97566 -1.18326  0.12
H -0.81186 0.67078 0.90675  0.23
H -1.12836 1.73515 -0.51546  0.26
H -1.85925 -0.96427 -1.48066  0.12
O 1.65198 -3.21051 3.86517  -0.93
H 1.28844 -2.70747 4.48989  0.46
H 1.22645 -3.02958 2.99132  0.48

The multiplicity is 1. Its SMILES is N[C@H](C=O)CC=O.O. The calculation puts the HOMO-LUMO gap at 10.1 eV. As for the LUMO energy: 0.4 eV. The HOMO energy comes out at -9.70 eV.

***

Here are the energies relative to the best structure, in eV: P) 1.271; Q) 0.000; R) 2.080.

***

P) Computed, not measured: a cluster of 2 separate species, C4H9NO3 in total, with ωB97M-V/def2-TZVPD.

Last column: natural (NBO) charge in e.
Atoms and positions in Å:
C 2.06577 0.68164 -0.95709  -0.65
C 1.13314 0.11027 0.19226  -0.14
C 1.24437 1.03228 1.40474  0.43
O 0.28634 1.64458 1.80574  -0.50
N -0.28097 -0.02776 -0.26453  -0.66
C -1.39888 0.05777 0.57908  0.53
O -2.46894 0.03817 0.09064  -0.57
H 1.87222 1.77459 -0.97936  0.22
H 2.17851 0.22695 -1.95230  0.25
H 3.21029 0.70687 -0.63037  0.23
H 1.40331 -1.10478 0.52426  0.22
H 2.21883 0.89614 1.78057  0.12
H -0.35588 0.22489 -1.14133  0.38
H -1.31369 0.24048 1.64023  0.15
O -0.79577 -2.85801 -1.91458  -0.94
H -0.84880 -1.90597 -1.64721  0.47
H -0.83756 -2.75460 -2.91114  0.46

The multiplicity is 1. Its SMILES is C[C@@H](C=O)NC=O.O. The calculation puts the HOMO-LUMO gap at 10.1 eV. As for the LUMO energy: 0.3 eV. The HOMO energy comes out at -9.84 eV.

***

Q) Computed, not measured: the molecule C4H9NO3, with ωB97M-V/def2-TZVPD.

Last column: natural (NBO) charge in e.
Atoms and positions in Å:
C -0.98286 0.03603 -0.02352  0.36
C -0.47833 -1.07469 0.78573  0.21
C 1.62602 0.88994 -0.53620  -0.64
C 0.39973 1.05805 0.34933  0.25
N 0.08873 -2.13993 0.19918  -0.72
O -1.02262 -0.22411 -1.40204  -0.75
O -2.12814 0.62370 0.45272  -0.71
O -0.06031 2.21366 0.59016  -0.76
H -1.85019 1.57226 0.56995  0.51
H -1.62206 0.43742 -1.77939  0.50
H 0.04867 -2.17543 -0.81145  0.43
H 0.29065 -2.97294 0.72884  0.41
H -0.73832 -1.11856 1.83369  0.24
H 0.66346 0.33422 1.30822  0.03
H 2.49811 1.28154 -0.01659  0.23
H 1.46953 1.42160 -1.47451  0.22
H 1.79795 -0.16275 -0.77413  0.19

The multiplicity is 1. The calculation puts the HOMO-LUMO gap at 7.4 eV. As for the LUMO energy: -0.2 eV. The HOMO energy comes out at -7.62 eV.

***

Here are the energies relative to the best structure, in eV: P) 0.000; Q) 0.841.

***

P) Computed, not measured: a cluster of 2 separate species, C4H9NO3 in total, with ωB97M-V/def2-TZVPD.

Last column: natural (NBO) charge in e.
Atoms and positions in Å:
N 0.06762 -2.29639 0.40404  -0.83
C 1.00939 -1.42191 0.85736  0.68
O 2.08664 -1.77982 1.28391  -0.62
C 0.61983 0.04628 0.88021  -0.52
C 1.00173 0.83823 -0.35428  -0.52
C 0.04847 1.04701 -1.51891  0.44
O 0.12424 2.08286 -2.14189  -0.54
H -0.76561 -1.88560 0.01872  0.40
H 0.39474 -3.24482 0.32208  0.41
H 1.09277 0.45512 1.73704  0.24
H -0.44435 0.15908 1.08546  0.23
H 1.88637 0.46256 -0.90080  0.25
H 1.43922 1.79186 -0.11150  0.24
H -0.61906 0.25133 -1.88509  0.12
O -2.45587 0.78849 -0.01347  -0.94
H -2.90363 1.07040 0.80405  0.47
H -2.58250 1.63532 -0.46693  0.48

The multiplicity is 1. Its SMILES is NC(=O)CCC=O.O. The calculation puts the HOMO-LUMO gap at 10.0 eV. As for the LUMO energy: 0.3 eV. The HOMO energy comes out at -9.65 eV.

***

Q) Computed, not measured: the molecule C4H9NO3, with ωB97M-V/def2-TZVPD.

Last column: natural (NBO) charge in e.
Atoms and positions in Å:
N -0.05566 1.63903 0.33094  -0.85
C -0.04775 0.45823 -0.47494  -0.15
C 0.19622 -0.74126 0.44141  -0.44
C -1.08406 -1.10992 1.25809  -0.05
O -1.75660 -0.01669 1.87931  -0.75
C 0.93243 0.42848 -1.71236  0.78
O 1.28197 1.45079 -2.24643  -0.60
O 1.37553 -0.77683 -1.98456  -0.70
H 0.64047 1.75249 1.05027  0.38
H -0.15235 2.47024 -0.23476  0.39
H -1.03357 0.28082 -0.95677  0.21
H 0.39636 -1.71256 -0.01864  0.24
H 1.11288 -0.66221 1.02521  0.20
H -0.73876 -1.86085 1.98702  0.17
H -1.84896 -1.47063 0.55544  0.17
H -1.30843 0.81519 1.69373  0.49
H 2.09030 -0.94432 -2.59296  0.51

The multiplicity is 1. Its SMILES is N[C@H](CCO)C(=O)O. The calculation puts the HOMO-LUMO gap at 10.1 eV. As for the LUMO energy: 0.5 eV. The HOMO energy comes out at -9.58 eV.

***

R) Computed, not measured: a cluster of 2 separate species, C4H9NO3 in total, with ωB97M-V/def2-TZVPD.

Last column: natural (NBO) charge in e.
Atoms and positions in Å:
C -1.38798 0.37415 -1.74353  -0.27
O -0.62762 1.02840 -0.73563  -0.55
C -1.01989 0.79035 0.58986  0.88
N -0.38472 1.66480 1.41670  -0.85
O -1.91207 0.05633 0.91768  -0.63
H -2.24585 -0.12923 -1.29445  0.22
H -1.71642 1.12302 -2.46716  0.19
H -0.74969 -0.37155 -2.23009  0.19
H 0.25802 2.33249 1.02778  0.41
H -0.70799 1.74930 2.36363  0.41
C 1.74010 -0.97119 -0.67177  -0.53
C 1.42491 -1.11876 0.59901  0.14
O 1.66684 -2.22741 1.34657  -0.68
H 2.23787 -1.74910 -1.22856  0.21
H 1.39309 -0.04411 -1.16581  0.22
H 0.82282 -0.33644 1.08621  0.16
H 1.20857 -2.17104 2.18954  0.48

The multiplicity is 1. Its SMILES is COC(N)=O.C=CO. The calculation puts the HOMO-LUMO gap at 9.6 eV. As for the LUMO energy: 0.7 eV. The HOMO energy comes out at -8.92 eV.

***

Here are the energies relative to the best structure, in eV: P) 0.000; Q) 0.157; R) 0.426.